(1)
ORCA calculation (ωB97M-V/def2-TZVPD) on a molecular structure, C10H30BN2O6V.

As for the spin multiplicity: 2. The LUMO energy (alpha / beta) is 2.4 / 1.7 eV. The value obtained for the largest force on an atom is 0.094 hartree/bohr. As for the net charge: -1.

Last column: Mulliken spin population.
Element x y z (Å)
O: -1.05112 12.72944 -31.76992  0.003
V: -2.60869 12.61192 -31.30302  -0.007
O: -3.33781 13.96817 -31.10757  0.001
O: -3.70494 7.71008 -30.29041  0.877
C: -2.57689 8.42316 -30.76667  0.004
C: -2.34774 9.86760 -30.11569  0.081
O: -3.44773 10.77490 -30.16904  0.033
H: -2.66799 8.55368 -31.84498  0.020
H: -1.64857 7.89472 -30.54969  0.002
H: -1.55018 10.34125 -30.68810  -0.012
H: -1.96481 9.80847 -29.09688  -0.003
B: -3.89752 11.97711 -33.40804  0.000
H: -3.29478 12.86784 -33.32116  0.000
H: -3.26159 11.15243 -33.12567  0.001
H: -4.62276 11.94602 -32.60973  0.000
H: -4.37078 11.85782 -34.37035  0.000
C: 1.07889 12.91151 -28.65953  0.000
C: -0.29174 13.48296 -27.99582  -0.001
C: -0.09498 14.98220 -27.80236  0.000
O: -1.26252 15.54523 -27.25155  0.000
C: -1.00280 16.81694 -26.74851  0.000
N: -1.43600 13.05223 -28.78478  -0.001
H: 1.97977 12.97571 -28.04929  0.000
H: 1.35387 13.36291 -29.61281  0.000
H: 0.96570 11.84855 -28.87261  0.000
H: -0.45703 12.93503 -27.06815  0.000
H: 0.25840 15.51009 -28.68811  0.000
H: 0.77265 15.06638 -27.14797  0.000
H: -0.31411 16.77710 -25.90459  0.000
H: -1.87067 17.14765 -26.17796  0.000
H: -0.70368 17.67331 -27.35288  0.000
H: -2.23460 13.38547 -28.26392  0.000
H: -1.43372 12.04542 -28.70463  0.000
C: -6.44455 15.52039 -29.36962  0.000
C: -5.83022 16.83345 -28.94805  0.000
C: -4.84724 16.67079 -27.76164  0.000
O: -5.49428 16.01800 -26.69584  0.000
C: -4.63153 15.76163 -25.56257  0.000
N: -5.18783 17.37048 -30.09733  0.000
H: -7.23567 15.79314 -30.06807  0.000
H: -6.83009 14.98199 -28.50383  0.000
H: -5.78300 14.81792 -29.87656  0.000
H: -6.56509 17.60542 -28.71972  0.000
H: -4.45037 17.64757 -27.48504  0.000
H: -4.01778 15.98759 -27.94419  0.000
H: -3.67114 15.25239 -25.64283  0.000
H: -5.28143 15.35113 -24.78977  0.000
H: -4.34807 16.77758 -25.28763  0.000
H: -4.38433 16.89831 -30.48661  0.000
H: -4.78615 18.24163 -29.78137  0.000

---

(2)
ORCA calculation (ωB97M-V/def2-TZVPD) on a molecular structure, C10H30BrN6O4V.

As for the spin multiplicity: 4. The LUMO energy (alpha / beta) is -8.5 / -7.8 eV. The value obtained for the largest force on an atom is 0.119 hartree/bohr. As for the net charge: +1.

Last column: Mulliken spin population.
Element x y z (Å)
V: 3.51550 -1.53415 1.96015  2.798
Br: 1.39593 -1.50703 -1.42713  0.207
C: 2.13558 -6.48921 1.98757  -0.007
O: 2.46385 -5.34226 2.25184  0.002
N: 2.18154 -7.51607 2.77969  0.000
N: 1.64673 -6.82573 0.85792  0.001
H: 2.27697 -7.36477 3.77372  0.000
H: 2.05187 -8.40781 2.32352  0.000
H: 1.64385 -6.19659 0.06781  0.000
H: 1.15896 -7.70376 0.75189  0.000
C: 5.15266 3.07352 -4.52386  0.000
O: 6.27420 2.62424 -4.62258  0.000
N: 4.68607 4.14065 -5.05621  0.000
N: 4.26977 2.60342 -3.69218  0.000
H: 5.21086 4.60484 -5.78369  0.000
H: 3.69053 4.29292 -4.97984  0.000
H: 3.39915 3.06153 -3.46361  0.000
H: 4.53080 1.74714 -3.22447  0.000
C: 0.86170 6.77553 -1.09619  0.000
C: 0.92726 5.28140 -0.72549  0.000
C: 0.35581 4.92000 0.62742  0.001
O: 0.93227 5.76272 1.54641  0.000
C: 0.50291 5.63642 2.91518  0.000
N: 0.34683 4.44480 -1.82419  0.000
H: -0.15336 7.15039 -1.22759  0.000
H: 1.45149 7.05166 -1.97025  0.000
H: 1.18265 7.41558 -0.27434  0.000
H: 2.00773 5.13786 -0.71546  0.000
H: 0.78682 3.94375 0.84936  -0.001
H: -0.72487 5.05434 0.67436  0.000
H: -0.58554 5.57878 2.91002  0.000
H: 0.86116 6.51042 3.45914  0.000
H: 0.97705 4.76130 3.35957  0.000
H: -0.63694 4.67256 -1.84466  0.000
H: 0.38687 3.46223 -1.59386  0.000
C: -4.83896 -2.78271 -0.52628  0.000
C: -4.31920 -2.48914 0.87437  0.000
C: -3.45094 -3.66196 1.39934  0.000
O: -4.31143 -4.80922 1.54258  0.000
C: -3.67737 -6.06508 1.80683  0.000
N: -3.54820 -1.32366 1.02217  0.000
H: -5.63292 -2.07186 -0.75524  0.000
H: -5.29604 -3.77197 -0.54965  0.000
H: -4.09262 -2.71848 -1.31808  0.000
H: -5.12234 -2.43572 1.60937  0.000
H: -2.99782 -3.47589 2.37308  0.000
H: -2.59365 -3.94117 0.78681  0.000
H: -4.42908 -6.83611 1.97575  0.000
H: -3.04185 -5.98738 2.68898  0.000
H: -3.02492 -6.33621 0.97683  0.000
H: -2.73542 -1.54486 0.46489  0.000
H: -4.05214 -0.56920 0.57839  0.000

---

(3)
ORCA calculation (ωB97M-V/def2-TZVPD) on a molecular structure, C10H30CaFO5.

As for the spin multiplicity: 1. The LUMO energy is -4.6 eV. The value obtained for the largest force on an atom is 0.044 hartree/bohr. As for the net charge: +1.

Last column: Löwdin charge in e.
Element x y z (Å)
Ca: -11.57318 -12.13102 -13.13424  1.672
F: -11.58451 -13.33362 -11.27703  -0.578
C: -15.69250 -10.91417 -11.24243  -0.062
C: -14.61375 -11.91395 -11.59968  -0.240
O: -13.62484 -11.29950 -12.51403  -0.259
H: -16.25889 -11.34892 -10.42087  0.094
H: -16.36822 -10.78981 -12.09523  0.085
H: -15.32081 -9.91510 -11.02471  0.088
H: -15.05869 -12.74635 -12.13966  0.124
H: -14.06732 -12.22858 -10.72005  0.075
H: -14.13161 -10.77158 -13.14475  0.098
C: -7.73195 -13.65916 -14.38545  -0.065
C: -8.07102 -12.56616 -13.39308  -0.240
O: -9.42661 -12.75640 -12.87042  -0.290
H: -6.84581 -13.36191 -14.94744  0.088
H: -8.53559 -13.84702 -15.09730  0.074
H: -7.51948 -14.57944 -13.84525  0.087
H: -8.00927 -11.55525 -13.79226  0.115
H: -7.36603 -12.62318 -12.56489  0.122
H: -9.33503 -13.19552 -11.99968  0.060
C: -12.05393 -11.05187 -7.28369  -0.079
C: -12.15129 -10.50252 -8.68139  -0.308
O: -11.07898 -10.94437 -9.51491  -0.100
H: -12.86581 -10.74094 -6.62534  0.082
H: -11.10510 -10.80796 -6.80308  0.083
H: -12.07961 -12.14841 -7.30632  0.057
H: -12.05887 -9.41428 -8.69722  0.114
H: -13.13562 -10.71811 -9.12007  0.093
H: -11.22708 -11.86617 -9.76958  0.022
C: -8.92923 -13.57138 -8.08564  -0.070
C: -8.22787 -13.66795 -9.42256  -0.300
O: -8.86110 -14.60130 -10.30783  -0.091
H: -8.41070 -12.93983 -7.36295  0.086
H: -9.06532 -14.57248 -7.67126  0.091
H: -9.91356 -13.10276 -8.16537  0.045
H: -7.15885 -13.85303 -9.35385  0.115
H: -8.29889 -12.66864 -9.89820  0.100
H: -9.81372 -14.58525 -10.15447  0.058
C: -14.39755 -14.81541 -7.38220  -0.078
C: -13.83939 -14.26768 -8.66176  -0.330
O: -12.41799 -14.35107 -8.57511  -0.100
H: -13.96155 -15.79158 -7.16361  0.084
H: -15.47879 -14.95269 -7.35327  0.078
H: -14.15373 -14.14079 -6.55969  0.078
H: -14.09521 -13.19918 -8.75471  0.090
H: -14.18660 -14.77342 -9.56973  0.114
H: -12.01566 -13.95841 -9.35953  0.019

---

(4)
ORCA calculation (ωB97M-V/def2-TZVPD) on a molecular structure, C10H30CuO14S.

As for the spin multiplicity: 2. The LUMO energy (alpha / beta) is -0.4 / -0.4 eV. The value obtained for the largest force on an atom is 0.268 hartree/bohr.

Last column: Mulliken spin population.
Element x y z (Å)
Cu: 0.41161 -0.14613 0.10881  0.737
S: 0.04158 1.77572 -0.85505  -0.003
O: 0.69483 3.05074 -0.64152  0.005
O: 1.00142 0.75076 -1.19767  0.129
O: -0.46242 1.33761 0.41058  0.027
O: -0.93824 1.83817 -1.90308  0.000
C: -3.04063 0.88362 1.15326  -0.002
C: -3.91779 1.73436 0.26267  0.000
O: -3.15795 2.70291 -0.41712  0.000
O: -2.04870 0.25574 0.44374  -0.003
H: -3.59439 0.01135 1.50052  0.000
H: -2.70393 1.53318 1.96123  0.000
H: -4.72530 2.15982 0.85850  0.000
H: -4.34564 1.00396 -0.42403  0.000
H: -2.57483 2.20574 -0.99539  0.000
H: -1.27591 0.81452 0.33348  0.001
C: 0.43303 0.05007 3.64873  0.007
C: -0.45299 0.00313 2.37085  -0.009
O: 0.03660 -0.94946 1.53039  0.071
O: 1.31423 1.16275 3.77375  0.002
H: 0.89686 -0.93550 3.68906  0.000
H: -0.14315 0.02075 4.57353  0.001
H: -0.48871 0.91128 1.76912  0.001
H: -1.44592 -0.08460 2.81187  0.003
H: -0.22875 -1.75631 1.97780  0.006
H: 1.84142 0.90525 4.53359  0.000
C: 3.10110 0.20483 0.07019  0.001
C: 2.66847 0.50579 1.47891  -0.005
O: 1.37749 0.90980 1.38818  0.006
O: 2.27484 -0.90419 -0.39088  -0.004
H: 4.14180 -0.07084 -0.10028  0.000
H: 2.86441 1.12870 -0.45758  -0.001
H: 3.28572 1.34375 1.80282  -0.001
H: 2.90711 -0.30034 2.17266  -0.001
H: 1.17316 1.23026 2.26974  0.001
H: 2.82267 -1.59389 -0.77272  0.008
C: -0.26767 -2.74955 -0.31869  0.008
C: -1.33879 -1.83229 -0.90719  -0.009
O: -0.94773 -0.48650 -0.82608  0.015
O: 0.90448 -2.02584 0.28037  -0.001
H: -0.06552 -3.40288 -1.16745  0.000
H: -0.77704 -3.28375 0.48335  0.000
H: -2.32150 -2.00622 -0.46888  0.000
H: -1.78443 -1.98383 -1.89032  0.000
H: -1.72259 -0.03160 -1.16410  0.004
H: 1.69176 -2.54654 0.10528  0.001
C: 1.53307 -0.93205 -3.42342  0.003
C: 0.19130 -0.24178 -3.81373  -0.002
O: 0.34153 1.08202 -3.51065  0.003
O: 1.64686 -1.17600 -2.08817  0.005
H: 2.31629 -0.21450 -3.66797  -0.001
H: 1.87049 -1.81964 -3.95861  0.000
H: -0.61975 -0.76459 -3.30682  0.000
H: -0.07916 -0.23585 -4.86963  0.000
H: 0.10117 1.29901 -2.60691  0.000
H: 1.58411 -0.34086 -1.61890  -0.004

---

(5)
ORCA calculation (ωB97M-V/def2-TZVPD) on a molecular structure, C10H30F2N7O3P2PdS.

As for the spin multiplicity: 1. The LUMO energy is 2.0 eV. The value obtained for the largest force on an atom is 0.017 hartree/bohr. As for the net charge: -1.

Last column: Löwdin charge in e.
Element x y z (Å)
Pd: 0.49158 -0.32121 -1.47764  0.819
N: 0.61075 -3.52734 -2.04246  0.035
N: 0.61892 -3.29492 -0.65689  -0.098
C: 1.72908 -3.18484 0.04260  -0.965
N: 1.55672 -3.10941 1.41054  0.065
S: 3.26484 -3.22381 -0.64285  0.502
H: -0.20929 -3.03783 -2.39225  0.041
H: 1.45369 -3.10264 -2.41340  -0.001
H: -0.30917 -3.12949 -0.28091  0.094
H: 0.66007 -2.75062 1.71307  0.080
H: 2.33106 -2.64530 1.85686  0.045
C: 3.32345 0.50029 2.59328  -0.125
N: 1.89105 0.74680 2.67844  -0.307
C: 1.21862 -0.06548 3.67669  -0.126
P: 1.08217 0.96817 1.20702  0.342
O: 1.55639 -0.12530 0.24583  -0.434
O: -0.37410 1.08001 1.45090  -0.321
P: -1.78849 -0.78617 -0.93896  0.622
O: -1.91788 -2.28549 -1.03127  -0.419
N: -2.75916 -0.35885 0.40230  -0.334
C: -2.51033 -1.08868 1.63604  -0.146
C: -3.18457 1.00885 0.64956  -0.140
N: -2.69608 0.05898 -2.12538  -0.370
C: -2.13120 1.30120 -2.62700  -0.176
C: -3.31901 -0.75057 -3.15936  -0.142
N: 1.77936 2.45995 0.75661  -0.300
C: 1.35959 3.55191 1.63249  -0.140
C: 1.64212 2.82500 -0.64604  -0.138
H: 3.78628 0.69625 3.56525  0.076
H: 3.75437 1.17265 1.85343  0.073
H: 3.55868 -0.53153 2.29850  0.071
H: 1.54668 0.22931 4.67892  0.076
H: 1.42270 -1.14063 3.56478  0.067
H: 0.14463 0.09440 3.59981  0.062
H: -2.24442 -2.11873 1.40069  0.060
H: -3.42778 -1.09845 2.23472  0.076
H: -1.71510 -0.63029 2.23527  0.049
H: -3.40514 1.49963 -0.29602  0.058
H: -2.43537 1.58373 1.19731  0.052
H: -4.10426 0.97717 1.24573  0.075
H: -1.45126 1.72928 -1.88884  0.047
H: -2.93049 2.02834 -2.81676  0.075
H: -1.57218 1.14779 -3.55561  0.066
H: -3.49940 -1.75017 -2.76720  0.065
H: -2.68150 -0.83283 -4.04604  0.070
H: -4.27804 -0.30692 -3.45311  0.072
H: 1.35102 3.20388 2.66252  0.068
H: 0.35642 3.92052 1.38194  0.078
H: 2.06973 4.37959 1.54349  0.074
H: 1.98892 2.00324 -1.26054  0.030
H: 2.27180 3.69480 -0.85630  0.081
H: 0.60855 3.07672 -0.92028  0.079
F: 1.79971 1.04926 -3.48637  -0.024
C: 1.86718 -0.09313 -2.82464  -0.096
F: -0.31956 -0.87155 -3.22024  -0.499
H: 2.16764 -0.82554 -3.58826  0.054